The following is a DFT calculation (wB97M-V/def2-TZVPD) of a cluster of 2 separate species, C4H6FO2S in total in a non-equilibrium geometry.

Properties
* LUMO energy (spin up / spin down): 3.801 / 3.823 eV
* HOMO energy (spin up / spin down): -3.4852 / -3.5195 eV
* E: -21890.593 eV
* energy relative to the best compared isomer or geometry (same formula, charge and spin): 61.1 kcal/mol
* total charge: -1

Atoms and positions in Å:
C -0.76 -1.78 0.83
C 0.26 -0.91 0.81
C 0.27 1.69 -0.72
C 0.26 0.42 1.33
O 2.01 -0.10 3.18
O 2.87 0.86 1.08
F -0.89 0.85 1.93
S 1.90 1.00 2.18
H -0.64 -2.79 0.47
H -1.72 -1.52 1.23
H 1.22 -1.19 0.42
H -0.51 1.20 -1.27
H 0.05 2.65 -0.31
H 1.29 1.48 -0.98